<A>
{
  "formula": "C9H17N2",
  "method": "ωB97M-V/def2-TZVPD",
  "elements": ["N", "C", "C", "H", "C", "H", "H", "H", "H", "C", "H", "H", "H", "H", "C", "C", "H", "C", "H", "H", "H", "C", "N", "C", "H", "H", "H", "H"],
  "coordinates": [[-1.360, 0.494, 0.202], [-0.782, -0.143, -1.066], [0.634, 0.403, -1.317], [-0.480, 0.149, 2.143], [-0.703, -1.642, -0.686], [-1.587, -2.201, -0.835], [3.684, -1.099, 0.221], [-3.223, 1.256, -0.559], [2.230, -1.198, -0.710], [1.216, 1.010, -0.051], [0.521, 2.873, -0.653], [-0.877, 1.558, 0.278], [0.621, 2.830, 1.081], [2.178, -1.738, 1.146], [-0.353, -1.568, 0.736], [-0.715, -0.370, 1.202], [-1.504, -0.051, -1.912], [-2.825, 0.524, 0.234], [-3.043, -0.430, -0.212], [0.556, 1.097, -2.104], [-0.103, -2.264, 1.564], [2.097, 0.346, 0.740], [0.547, 2.258, 0.236], [2.574, -0.996, 0.370], [1.261, -0.381, -1.861], [-3.130, 0.849, 1.300], [2.471, 0.604, 1.724], [0.095, -2.171, -1.208]],
  "lowdin_charge": [-0.17, -0.20, -0.08, 0.15, -0.11, 0.11, 0.10, 0.13, 0.08, -0.31, 0.16, 0.17, 0.13, 0.10, -0.07, -0.07, 0.17, 0.00, 0.09, 0.10, 0.15, -0.11, 0.06, -0.10, 0.14, 0.14, 0.12, 0.13],
  "smiles": "C/C=C(/N)C[C@H]1CC=C[N@@H+]1C",
  "homo_ev": -12.0,
  "homo_lumo_gap_ev": 9.42,
  "total_charge": 1
}

=====

<B>
{
  "formula": "C9H17N2",
  "method": "ωB97M-V/def2-TZVPD",
  "elements": ["C", "H", "H", "H", "H", "C", "H", "N", "H", "H", "H", "H", "H", "C", "C", "C", "H", "H", "C", "H", "H", "H", "N", "C", "C", "H", "C", "H"],
  "coordinates": [[-2.634, 0.878, 0.000], [3.945, -2.026, 2.631], [3.078, -3.316, 0.591], [-1.908, 2.838, 0.605], [-3.011, -1.066, -0.903], [-0.253, 1.683, -0.208], [-1.973, 2.574, -1.162], [1.637, -0.539, 0.857], [1.273, -2.015, -0.693], [-2.432, 0.436, 0.995], [-0.714, -1.335, -1.887], [0.010, 1.263, 0.781], [-3.696, 1.187, -0.022], [-0.896, -0.592, -1.087], [3.179, -1.656, 1.950], [0.011, 0.625, -1.282], [0.389, 2.569, -0.379], [-2.633, 0.240, -2.063], [-2.369, -0.180, -1.074], [-0.190, 1.067, -2.277], [1.074, 0.316, -1.260], [2.505, 0.375, 2.617], [2.740, -2.376, 0.867], [-1.727, 2.095, -0.195], [2.474, -0.481, 1.944], [0.968, 0.200, 0.571], [1.801, -1.693, 0.204], [-0.649, -1.071, -0.120]],
  "lowdin_charge": [-0.20, 0.14, 0.20, 0.12, 0.12, -0.21, 0.13, 0.09, 0.16, 0.12, 0.12, 0.10, 0.12, -0.23, -0.02, -0.22, 0.13, 0.13, -0.20, 0.14, 0.09, 0.15, 0.10, -0.19, -0.01, 0.09, -0.05, 0.10],
  "homo_ev": -13.9,
  "homo_lumo_gap_ev": 10.83,
  "total_charge": 1
}

=====

On energetic grounds, <B> is preferred over the next structure by 0.1141 hartree.

=====

<A>
{
  "formula": "C3H8BNO",
  "method": "ωB97M-V/def2-TZVPD",
  "elements": ["H", "H", "H", "H", "H", "N", "H", "O", "H", "C", "B", "H", "C", "C"],
  "coordinates": [[0.983, -1.425, -1.422], [1.138, -0.423, 1.620], [-1.279, 0.703, 1.343], [2.766, -0.681, 0.567], [-2.063, 1.121, -0.312], [-0.003, 1.540, -0.014], [-1.109, -1.394, 0.578], [1.078, 0.686, -0.433], [-0.077, 2.189, -0.764], [-1.109, 0.704, 0.224], [1.550, -0.411, 0.550], [-1.527, -1.035, -1.127], [-0.933, -0.748, -0.260], [0.587, -0.827, -0.551]],
  "lowdin_charge": [0.14, 0.05, 0.13, 0.07, 0.15, 0.02, 0.10, -0.08, 0.12, -0.22, -0.38, 0.11, -0.12, -0.09],
  "homo_ev": -9.8,
  "homo_lumo_gap_ev": 10.59
}

=====

<B>
{
  "formula": "C3H8BNO",
  "method": "ωB97M-V/def2-TZVPD",
  "elements": ["C", "H", "H", "H", "H", "O", "N", "H", "H", "C", "H", "C", "B", "H"],
  "coordinates": [[1.916, -1.358, 0.112], [-0.297, 1.923, -1.617], [-3.693, -0.511, 1.417], [2.555, -1.871, 0.912], [1.701, -2.015, -0.847], [-2.128, -0.924, -0.008], [0.641, 0.459, -0.593], [-2.116, 0.973, 1.392], [1.792, 0.309, 1.139], [0.665, 1.590, -1.184], [1.466, 2.204, -1.590], [1.474, -0.141, 0.237], [-2.574, -0.161, 1.009], [-1.403, -0.478, -0.378]],
  "lowdin_charge": [-0.02, 0.08, 0.03, 0.07, 0.10, 0.05, -0.02, 0.05, 0.11, 0.02, 0.08, -0.33, -0.21, 0.00],
  "smiles": "C=CN=C.BO",
  "homo_ev": -9.0,
  "homo_lumo_gap_ev": 9.10
}

=====

On energetic grounds, <B> is preferred over the next structure by 0.0576 hartree.

=====

<A>
{
  "formula": "C3H9NO",
  "method": "ωB97M-V/def2-TZVPD",
  "elements": ["H", "C", "N", "O", "H", "H", "H", "H", "C", "H", "H", "C", "H", "H"],
  "coordinates": [[-2.482, -0.970, 0.047], [-1.588, -1.024, -0.551], [-1.023, 1.160, 0.339], [3.813, -0.356, 2.150], [-1.924, 1.135, 0.815], [3.691, -1.300, 2.305], [-0.932, 2.114, -0.008], [3.184, 0.080, 2.732], [-0.942, 0.291, -0.703], [-1.869, -1.417, -1.503], [-0.879, -1.691, -0.074], [0.034, 0.631, -1.669], [0.736, 1.404, -1.394], [0.182, -0.056, -2.485]],
  "lowdin_charge": [0.10, 0.01, 0.22, -0.06, 0.15, 0.04, 0.14, 0.03, -0.31, 0.10, 0.12, 0.25, 0.11, 0.10],
  "homo_ev": [-14.1, -14.1],
  "homo_lumo_gap_ev": [9.55, 6.35],
  "spin_multiplicity": 2,
  "total_charge": 1
}

=====

<B>
{
  "formula": "C3H9NO",
  "method": "ωB97M-V/def2-TZVPD",
  "elements": ["O", "H", "H", "H", "C", "H", "C", "C", "H", "H", "N", "H", "H", "H"],
  "coordinates": [[-2.755, -0.700, 1.700], [-0.696, -0.597, 1.640], [-1.505, -1.299, 0.109], [-0.595, 1.141, -0.105], [-1.542, -0.610, 1.005], [1.881, -0.002, -1.424], [-1.475, 0.946, 0.569], [2.818, -0.271, -1.916], [-1.382, 1.548, 1.537], [2.839, -0.094, -2.945], [3.715, -0.985, -1.420], [-2.359, 1.376, 0.032], [-3.142, 0.137, 1.883], [4.198, -0.590, -0.666]],
  "lowdin_charge": [-0.07, 0.08, 0.12, 0.04, -0.30, 0.16, -0.10, 0.20, 0.09, 0.13, 0.37, 0.08, 0.06, 0.14],
  "homo_ev": [-12.9, -12.9],
  "homo_lumo_gap_ev": [5.25, 3.31],
  "spin_multiplicity": 2,
  "total_charge": 1
}

=====

On energetic grounds, <A> is preferred over the next structure by 0.1388 hartree.

=====

<A>
{
  "formula": "C3H5ClO",
  "method": "ωB97M-V/def2-TZVPD",
  "elements": ["H", "O", "H", "C", "C", "C", "H", "H", "Cl", "H"],
  "coordinates": [[2.667, -0.259, 0.355], [2.094, 1.424, -0.235], [0.252, 0.528, 1.466], [1.850, 0.193, -0.121], [-0.496, -0.203, -0.491], [0.516, 0.148, 0.472], [1.172, 2.123, 0.686], [1.742, -0.411, -1.184], [-1.976, -0.810, 0.175], [-0.209, -0.438, -1.586]],
  "lowdin_charge": [0.10, -0.10, 0.10, -0.52, -0.55, -0.20, 0.34, 0.16, 0.57, 0.10],
  "homo_ev": -9.0,
  "homo_lumo_gap_ev": 8.33
}

=====

<B>
{
  "formula": "C3H5ClO",
  "method": "ωB97M-V/def2-TZVPD",
  "elements": ["H", "C", "C", "H", "O", "H", "C", "H", "H", "Cl"],
  "coordinates": [[-0.642, 0.026, 2.041], [-1.158, 0.328, 1.132], [0.419, -0.635, -0.343], [-1.412, 1.485, 1.175], [-0.160, 0.553, 0.149], [1.926, -0.786, -1.940], [1.081, -0.317, -1.412], [-1.787, -0.410, 0.919], [0.343, -1.604, 0.214], [1.390, 1.360, -1.934]],
  "lowdin_charge": [0.08, -0.08, -0.21, 0.15, -0.25, 0.05, -0.50, 0.03, 0.15, 0.58],
  "smiles": "CO/C=C\\Cl",
  "homo_ev": -9.0,
  "homo_lumo_gap_ev": 9.95
}

=====

<C>
{
  "formula": "C3H5ClO",
  "method": "ωB97M-V/def2-TZVPD",
  "elements": ["C", "H", "H", "O", "H", "H", "H", "C", "Cl", "C"],
  "coordinates": [[-0.619, 0.174, 0.376], [-0.372, 1.798, -0.956], [-1.318, -0.463, 0.898], [0.920, -2.105, -0.253], [1.034, -0.609, 1.563], [0.759, -1.912, -1.177], [-2.100, 1.345, -0.555], [-1.051, 1.149, -0.427], [1.991, 0.738, -0.111], [0.756, -0.115, 0.644]],
  "lowdin_charge": [-0.24, 0.05, 0.11, -0.25, 0.08, -0.04, 0.06, 0.04, 0.74, -0.55],
  "homo_ev": [-9.5, -9.3],
  "homo_lumo_gap_ev": [8.44, 8.28]
}

=====

On energetic grounds, <B> is preferred over the next structure by 0.0260 hartree.

=====

<A>
{
  "formula": "C3H3F4N",
  "method": "ωB97M-V/def2-TZVPD",
  "elements": ["F", "N", "H", "F", "H", "F", "C", "C", "F", "C", "H"],
  "coordinates": [[0.759, -1.148, 1.118], [-1.433, -1.329, -0.589], [-1.391, -2.200, -1.285], [0.040, 1.959, -0.363], [-0.144, -0.054, -1.915], [-1.189, 0.663, 1.082], [-0.303, 0.743, 0.047], [-0.443, -0.383, -0.941], [1.941, -0.137, -0.452], [0.755, -0.305, 0.110], [-2.441, -0.801, -0.443]],
  "lowdin_charge": [0.17, 0.01, 0.14, 0.15, 0.14, 0.11, -0.42, -0.19, 0.14, -0.43, 0.16],
  "smiles": "NC1C(F)(F)C1(F)F",
  "homo_ev": -9.5,
  "homo_lumo_gap_ev": 10.20
}

=====

<B>
{
  "formula": "C3H3F4N",
  "method": "ωB97M-V/def2-TZVPD",
  "elements": ["C", "H", "F", "N", "F", "C", "H", "F", "C", "F", "H"],
  "coordinates": [[2.417, -0.093, 0.314], [-2.608, -0.091, -1.438], [3.042, -1.274, 0.431], [-0.702, 1.753, 0.317], [-3.375, -0.219, 0.405], [-2.279, -0.198, -0.388], [3.157, 0.677, 0.062], [1.531, -0.185, -0.697], [-1.390, 0.901, 0.000], [-1.658, -1.388, -0.247], [1.865, 0.118, 1.241]],
  "lowdin_charge": [-0.29, 0.16, 0.02, 0.20, 0.08, -0.39, 0.13, 0.00, -0.11, 0.08, 0.12],
  "smiles": "N#CC(F)F.FCF",
  "homo_ev": -12.3,
  "homo_lumo_gap_ev": 13.03
}

=====

On energetic grounds, <B> is preferred over the next structure by 0.0488 hartree.

=====

<A>
{
  "formula": "C4H4OS3",
  "method": "ωB97M-V/def2-TZVPD",
  "elements": ["H", "H", "C", "S", "S", "C", "C", "C", "H", "H", "O", "S"],
  "coordinates": [[-1.510, 2.095, 0.513], [-0.077, -0.376, -1.062], [2.156, 0.030, 0.616], [-1.151, 1.815, -0.863], [-2.263, -1.807, 0.054], [-1.432, -0.438, 0.416], [-0.422, 0.208, -0.351], [0.765, 0.631, 0.564], [-1.332, 0.143, 1.585], [2.628, 0.128, 1.576], [0.422, 1.163, 1.627], [2.821, -0.875, -0.634]],
  "lowdin_charge": [-0.03, 0.02, -0.49, 0.79, 0.69, -0.76, -0.72, -0.46, 0.16, 0.06, 0.00, 0.72],
  "smiles": "O=C(C=S)[C@H](S)C=S",
  "homo_ev": -9.0,
  "homo_lumo_gap_ev": 6.83
}

=====

<B>
{
  "formula": "C4H4OS3",
  "method": "ωB97M-V/def2-TZVPD",
  "elements": ["H", "H", "H", "C", "O", "H", "C", "S", "C", "C", "S", "S"],
  "coordinates": [[1.930, 0.001, 0.521], [-0.899, 0.664, 2.848], [-0.916, 1.446, 0.029], [-0.321, -0.763, -1.810], [-0.727, -1.178, -0.693], [-0.068, -1.621, 1.041], [-0.210, 0.899, 0.581], [-1.061, -0.526, -3.372], [-0.027, -0.660, 0.331], [1.025, 0.363, -0.048], [0.117, 1.326, 2.287], [1.156, 0.049, -1.716]],
  "lowdin_charge": [0.14, -0.13, 0.10, -1.14, -0.05, 0.22, -0.53, 0.53, -0.34, -0.59, 0.79, 0.99],
  "homo_ev": -8.4,
  "homo_lumo_gap_ev": 8.37
}

=====

On energetic grounds, <B> is preferred over the next structure by 0.0075 hartree.